(1)
C26H30BBrCl2N8O5W as an isolated structure, computed with the ωB97M-V functional and the def2-TZVPD basis.

CARTESIAN COORDINATES (ANGSTROEM)
W 0.265 -0.834 -0.416
C -5.217 -0.942 -0.740
N -3.963 -1.638 -0.508
C -3.829 -2.963 -1.097
C -2.893 -1.029 0.014
O -1.817 -1.621 0.151
C -3.059 0.416 0.479
O -1.874 0.953 0.962
C -1.558 0.699 2.322
C -0.051 0.361 2.446
O 0.222 -0.650 1.579
N 0.156 -0.157 3.821
C 1.441 -0.813 4.015
C -0.093 0.790 4.892
H -5.999 -1.685 -0.885
H -5.499 -0.328 0.113
H -5.166 -0.317 -1.635
H -4.433 -3.686 -0.546
H -4.162 -2.932 -2.134
H -2.785 -3.258 -1.073
H -3.376 1.025 -0.372
H -3.861 0.454 1.228
H -1.858 1.575 2.902
H -2.087 -0.178 2.706
H 1.649 -1.463 3.171
H 2.274 -0.104 4.125
H 1.384 -1.414 4.925
H -1.082 1.239 4.808
H -0.060 0.254 5.842
H 0.651 1.601 4.943
Br 4.656 1.656 0.838
C 2.945 2.193 1.506
C 2.694 3.549 1.661
C 1.443 3.882 2.150
C 0.522 2.881 2.417
C 0.878 1.558 2.196
N 2.102 1.233 1.764
C 0.992 5.174 -1.037
O 1.707 5.805 -0.441
O 0.480 1.183 -0.487
H 3.440 4.290 1.417
H 1.183 4.921 2.305
H -0.466 3.141 2.770
B 2.897 -2.986 -1.538
N 2.043 -3.417 -0.313
C 2.247 -4.523 0.403
C 1.160 -4.734 1.239
C 0.310 -3.673 0.968
N 0.838 -2.892 0.019
N 3.141 -1.425 -1.535
C 4.121 -0.803 -2.214
C 3.771 0.518 -2.439
C 2.541 0.604 -1.801
N 2.168 -0.548 -1.270
H 3.974 -3.514 -1.451
H 2.309 -3.248 -2.558
H 3.152 -5.090 0.268
H 1.021 -5.528 1.949
H -0.628 -3.391 1.416
H 5.000 -1.347 -2.514
H 4.324 1.281 -2.957
H 2.022 2.311 -2.943
Cl -2.872 -0.984 -4.010
C -1.830 0.406 -3.921
C -2.041 1.435 -4.801
C -1.246 2.586 -4.765
C -0.235 2.653 -3.834
C -0.061 1.593 -2.962
Cl 1.323 1.875 -1.813
C -0.815 0.390 -2.896
N -0.703 -0.623 -2.051
H -2.836 1.343 -5.528
H -1.412 3.397 -5.459
H 0.422 3.515 -3.787

## Properties
Highest occupied orbital energy (alpha / beta) = -5.50 / -7.30 eV
Total charge = 0
Lowest unoccupied orbital energy (alpha / beta) = 0.34 / 0.29 eV
Multiplicity = 3

---

(2)
C26H30BN2O3 as an isolated structure at a distorted geometry, computed with the ωB97M-V functional and the def2-TZVPD basis.

CARTESIAN COORDINATES (ANGSTROEM)
C 3.148 -1.215 -2.689
C 2.641 -0.024 -2.001
C 1.722 0.861 -2.480
C 1.743 1.990 -1.593
C 2.860 1.867 -0.761
B -0.069 -0.308 0.672
O -0.235 -0.824 -0.594
C -0.878 -2.060 -0.121
C -0.153 -2.460 1.179
N 0.506 -1.222 1.760
C 1.991 -1.413 1.868
C -0.068 -0.594 2.994
C -1.097 0.435 2.504
O -0.766 0.772 1.125
O 3.304 0.560 -0.929
H 3.166 -1.052 -3.795
H 4.161 -1.506 -2.376
H 2.501 -2.099 -2.508
H 1.140 0.846 -3.422
H 0.845 2.593 -1.374
H -1.977 -1.880 0.001
H -0.697 -2.767 -0.947
H -0.790 -2.928 1.935
H 0.670 -3.130 0.904
H 2.219 -2.110 2.687
H 2.408 -1.796 0.930
H 2.470 -0.453 2.103
H -0.500 -1.339 3.669
H 0.753 -0.071 3.494
H -2.126 0.013 2.488
H -1.038 1.400 3.042
C 6.352 -0.321 3.227
N 5.225 0.552 2.940
C 4.550 0.656 1.733
C 3.763 1.809 1.703
C 3.133 2.557 0.505
C 1.796 3.374 0.907
C 0.951 3.139 1.994
C -0.101 4.029 2.277
C -0.345 5.148 1.483
C 0.446 5.354 0.364
C 1.474 4.462 0.091
C 3.895 2.400 3.007
C 3.444 3.600 3.533
C 3.810 3.971 4.826
C 4.744 3.213 5.552
C 5.295 2.039 4.994
C 4.821 1.609 3.762
H 6.414 -0.546 4.303
H 6.256 -1.241 2.644
H 7.307 0.153 2.946
H 4.697 -0.118 0.994
H 3.882 3.373 0.205
H 1.180 2.371 2.731
H -0.698 3.893 3.177
H -1.165 5.832 1.708
H 0.242 6.165 -0.319
H 2.099 4.643 -0.778
H 2.792 4.228 2.940
H 3.357 4.872 5.249
H 5.030 3.557 6.551
H 6.100 1.498 5.495

## Properties
Highest occupied orbital energy = -10.05 eV
Total charge = +1
Lowest unoccupied orbital energy = -2.51 eV

---

(3)
C26H30Cl2FeGeN4O5S2 as an isolated structure at a distorted geometry, computed with the ωB97M-V functional and the def2-TZVPD basis.

CARTESIAN COORDINATES (ANGSTROEM)
Fe 0.633 0.500 0.906
Cl 0.708 2.215 7.668
C 1.224 1.595 6.130
C 0.559 2.045 4.988
C 0.973 1.559 3.756
N 0.660 1.748 2.460
C -0.013 2.899 2.241
O 0.125 4.012 2.767
C -1.097 2.783 1.231
C -2.005 3.829 1.064
C -3.051 3.676 0.157
C -3.154 2.488 -0.557
C -2.202 1.507 -0.330
N -1.187 1.630 0.542
C 1.984 0.676 3.646
C 2.667 0.204 4.757
C 2.281 0.672 6.014
Cl 3.146 0.085 7.400
N 2.050 0.534 2.308
C 3.241 0.060 1.884
O 4.385 0.298 2.301
C 3.143 -0.915 0.767
C 4.267 -1.642 0.378
C 4.138 -2.596 -0.629
C 2.894 -2.790 -1.216
C 1.834 -2.016 -0.769
N 1.934 -1.093 0.203
H -0.241 2.771 5.039
H -1.894 4.731 1.654
H -3.773 4.472 0.023
H -3.953 2.325 -1.267
H -2.226 0.557 -0.852
H 3.489 -0.487 4.630
H 5.214 -1.468 0.876
H 4.998 -3.180 -0.936
H 2.748 -3.524 -1.997
H 0.838 -2.119 -1.184
O -4.086 1.300 1.881
S -3.094 1.678 2.881
O -3.053 0.853 4.082
O -2.905 3.109 3.082
S -1.356 1.155 1.958
C -3.410 -1.964 -2.691
C -3.010 -1.123 -1.478
C -2.143 -1.896 -0.472
C -0.759 -2.325 -0.984
Ge 0.504 -0.843 -1.237
C 0.188 0.383 -2.735
C 0.084 -0.325 -4.090
C 1.383 -1.032 -4.502
C 1.242 -1.674 -5.879
H -4.064 -1.364 -3.358
H -3.971 -2.866 -2.364
H -2.526 -2.286 -3.274
H -3.946 -0.817 -0.961
H -2.497 -0.202 -1.807
H -2.705 -2.806 -0.170
H -2.000 -1.274 0.438
H -0.826 -2.940 -1.903
H -0.304 -2.961 -0.195
H 1.897 -1.486 -1.449
H 1.012 1.128 -2.763
H -0.750 0.939 -2.546
H -0.156 0.445 -4.856
H -0.749 -1.055 -4.062
H 1.636 -1.829 -3.774
H 2.215 -0.295 -4.533
H 0.429 -2.431 -5.870
H 2.193 -2.176 -6.156
H 1.013 -0.901 -6.644
H -0.825 -0.161 0.376

## Properties
Highest occupied orbital energy (alpha / beta) = -2.89 / -3.82 eV
Total charge = -1
Lowest unoccupied orbital energy (alpha / beta) = 1.61 / 1.21 eV
Multiplicity = 6

---

(4)
C26H30Cl3N3O2PRe as an isolated structure, computed with the ωB97M-V functional and the def2-TZVPD basis.

CARTESIAN COORDINATES (ANGSTROEM)
Re -0.423 -0.993 0.106
N -0.195 -0.368 2.137
C -0.743 0.960 2.499
C -0.725 1.347 3.824
C -1.242 2.590 4.166
C -1.763 3.432 3.193
C -1.771 3.038 1.866
C -1.268 1.782 1.509
P -1.160 1.316 -0.213
C 0.065 2.339 -1.013
C 1.330 2.450 -0.418
C 2.267 3.317 -0.945
C 1.948 4.093 -2.061
C 0.689 4.009 -2.634
C -0.258 3.138 -2.115
C -2.728 1.261 -1.042
C -3.904 1.490 -0.321
C -5.127 1.441 -0.975
C -5.180 1.137 -2.327
C -4.014 0.875 -3.042
C -2.787 0.938 -2.408
H 0.772 -0.417 2.468
H -0.723 -1.056 2.687
H -0.324 0.697 4.590
H -1.236 2.901 5.201
H -2.159 4.398 3.469
H -2.165 3.703 1.108
H 1.570 1.901 0.488
H 3.236 3.418 -0.478
H 2.679 4.780 -2.466
H 0.432 4.632 -3.480
H -1.244 3.107 -2.557
H -3.871 1.702 0.739
H -6.038 1.630 -0.426
H -6.136 1.100 -2.832
H -4.069 0.637 -4.095
H -1.885 0.747 -2.976
C 4.623 -2.844 1.918
C 4.187 -3.136 0.495
N 2.857 -2.544 0.208
C 1.738 -3.446 0.474
C 1.472 -4.355 -0.711
C 2.726 -1.336 -0.303
C 3.938 -0.568 -0.724
N 1.524 -0.750 -0.451
H 5.622 -3.247 2.076
H 3.964 -3.310 2.649
H 4.665 -1.773 2.117
H 4.084 -4.207 0.321
H 4.896 -2.766 -0.241
H 0.840 -2.862 0.770
H 1.991 -4.015 1.370
H 1.218 -3.787 -1.604
H 0.666 -5.050 -0.490
H 2.356 -4.949 -0.932
H 4.491 -1.113 -1.491
H 4.608 -0.417 0.123
H 3.657 0.401 -1.124
H 1.644 0.133 -0.949
Cl -2.061 -4.319 -0.219
C -2.734 -2.963 -1.049
Cl -3.823 -3.340 -2.290
Cl -1.152 -2.043 -1.922
C -3.224 -1.888 -0.032
O -4.373 -1.627 0.084
O -2.251 -1.350 0.702

## Properties
Highest occupied orbital energy (alpha / beta) = -17.57 / -17.56 eV
Total charge = +3
Lowest unoccupied orbital energy (alpha / beta) = -10.60 / -11.19 eV
Multiplicity = 4

---

(5)
One molecule with the formula C26H30N2O4, computed with the ωB97M-V functional and the def2-TZVPD basis.

CARTESIAN COORDINATES (ANGSTROEM)
C -8.198 -1.102 0.195
C -6.731 -0.740 0.004
C -6.542 0.268 -1.127
C -5.079 0.668 -1.297
O -4.684 1.372 -0.135
C -3.413 1.825 -0.034
C -2.425 1.666 -1.004
C -1.152 2.157 -0.785
C -0.840 2.814 0.401
C 0.501 3.403 0.625
O 0.673 4.525 1.052
N 1.595 2.640 0.276
C 1.703 1.279 0.030
C 0.886 0.339 0.550
C 0.958 -1.050 0.218
C 0.138 -1.972 0.755
C 0.132 -3.393 0.479
C -0.826 -4.198 1.106
C -0.873 -5.559 0.880
C 0.038 -6.153 0.022
C 0.994 -5.372 -0.607
C 1.043 -4.010 -0.384
C 2.789 0.952 -0.961
O 2.705 1.336 -2.114
N 3.834 0.226 -0.507
C 4.113 -0.102 0.872
C 5.433 0.566 1.286
O 6.487 0.195 0.432
C 6.211 0.556 -0.904
C 4.926 -0.112 -1.400
C -1.839 3.008 1.353
C -3.104 2.509 1.146
H -8.311 -1.822 1.002
H -8.605 -1.538 -0.714
H -8.780 -0.217 0.440
H -6.158 -1.644 -0.219
H -6.335 -0.311 0.926
H -6.898 -0.155 -2.068
H -7.123 1.167 -0.913
H -4.965 1.309 -2.182
H -4.455 -0.228 -1.426
H -2.637 1.166 -1.936
H -0.400 2.036 -1.550
H 2.447 3.182 0.186
H 0.107 0.638 1.238
H 1.701 -1.334 -0.513
H -0.606 -1.637 1.468
H -1.540 -3.740 1.776
H -1.622 -6.160 1.374
H 0.003 -7.218 -0.156
H 1.707 -5.830 -1.277
H 1.795 -3.421 -0.885
H 3.301 0.236 1.514
H 4.215 -1.189 0.964
H 5.723 0.249 2.288
H 5.306 1.660 1.274
H 7.069 0.228 -1.493
H 6.111 1.649 -0.985
H 4.668 0.235 -2.401
H 5.056 -1.200 -1.403
H -1.603 3.547 2.258
H -3.884 2.639 1.880

## Properties
Highest occupied orbital energy = -7.69 eV
Total charge = 0
Lowest unoccupied orbital energy = -0.02 eV
SMILES = CCCCOc1ccc(C(=O)N/C(=C/C=C/c2ccccc2)C(=O)N2CCOCC2)cc1

---

(6)
One molecule with the formula C26H30N2O4 at a distorted geometry, computed with the ωB97M-V functional and the def2-TZVPD basis.

CARTESIAN COORDINATES (ANGSTROEM)
C -5.059 -4.137 1.362
C -3.815 -3.143 1.251
O -3.557 -2.715 -0.126
C -2.651 -1.984 -0.422
C -2.549 -1.681 -1.850
C -1.517 -0.828 -2.282
C -0.783 -0.341 -1.058
C -0.953 -0.536 0.179
C -0.023 0.085 1.038
C 1.376 0.141 0.896
C 1.929 1.287 0.695
O 3.150 1.590 0.317
C 4.084 0.754 0.129
C 5.311 1.217 -0.444
C 6.192 0.107 -0.229
C 7.580 0.385 -0.656
C 5.878 -1.179 -0.205
C 6.918 -2.344 -0.452
C 4.464 -1.502 0.231
C 3.571 -0.613 0.192
C 2.342 -0.879 0.580
O 1.826 -2.088 0.903
C 0.803 2.433 0.782
O 0.825 3.625 1.042
N -0.268 1.790 1.208
C -1.548 2.270 1.901
C -2.157 3.329 0.690
C -2.493 2.643 -0.523
N -4.149 2.572 -0.539
C -4.582 1.413 0.136
C -4.306 2.103 -2.104
C -1.874 -1.492 0.390
H -4.686 -5.039 1.011
H -5.932 -3.775 0.734
H -5.287 -4.424 2.394
H -3.150 -3.564 1.764
H -4.219 -2.133 1.836
H -3.091 -2.253 -2.478
H -1.396 -0.470 -3.193
H -0.016 0.555 -1.645
H -0.196 -0.064 2.354
H 5.612 2.250 -0.336
H 7.807 1.461 -0.767
H 7.943 0.088 -1.774
H 8.325 0.021 -0.146
H 7.699 -2.405 0.198
H 6.398 -3.424 -0.316
H 7.332 -2.141 -1.446
H 4.291 -2.617 0.020
H -2.160 1.326 1.872
H -1.263 2.668 2.721
H -3.115 3.885 1.244
H -1.193 4.114 0.419
H -1.985 1.845 -0.949
H -2.299 3.491 -1.510
H -5.605 1.190 -0.017
H -4.427 1.811 1.069
H -3.835 0.423 -0.091
H -3.800 1.137 -2.488
H -4.056 3.131 -2.890
H -5.603 2.181 -2.153
H -2.059 -1.551 1.530

## Properties
Highest occupied orbital energy = -8.48 eV
Total charge = 0
Lowest unoccupied orbital energy = -0.51 eV
SMILES = CCOc1cccc([C@H]2c3c(oc4cc(C)c(C)cc4c3=O)C(=O)N2CCCN(C)C)c1

---

(7)
C26H30N2O4SiY as an isolated structure at a distorted geometry, computed with the ωB97M-V functional and the def2-TZVPD basis.

CARTESIAN COORDINATES (ANGSTROEM)
Y 1.316 0.732 0.619
O 5.116 1.912 -1.100
C 4.066 1.499 -0.369
O 2.924 1.468 -0.801
C 4.406 1.082 1.004
C 5.654 1.076 1.590
C 5.737 0.636 2.915
C 4.582 0.222 3.600
C 3.372 0.264 2.924
N 3.309 0.688 1.656
C 2.012 -0.124 3.440
O 1.960 -0.569 4.717
O 1.010 -0.040 2.738
H 4.708 2.144 -1.963
H 6.534 1.400 1.044
H 6.702 0.615 3.416
H 4.674 -0.114 4.624
H 2.792 -0.609 5.214
C 0.322 1.301 -1.496
Si -0.999 0.369 -1.628
C -1.788 0.620 0.071
N -0.976 0.251 0.982
C -0.925 -1.269 1.432
C -2.297 -1.778 1.948
C -2.966 -0.775 2.914
C -1.899 0.079 3.583
C -1.200 0.927 2.472
C -0.646 -1.427 -1.936
C 0.669 -1.885 -2.121
C 0.916 -3.244 -2.338
C -0.145 -4.152 -2.370
C -1.455 -3.703 -2.185
C -1.706 -2.345 -1.967
C -2.083 1.088 -2.950
C -2.470 2.433 -2.861
C -3.291 2.999 -3.843
C -3.729 2.219 -4.918
C -3.348 0.882 -5.013
C -2.527 0.309 -4.034
H 0.337 2.444 -1.522
H 1.251 1.147 -2.407
H -2.779 0.144 0.127
H -1.923 1.716 0.116
H -0.162 -1.487 2.225
H -0.584 -1.861 0.570
H -2.100 -2.745 2.461
H -3.010 -1.982 1.120
H -3.609 -1.321 3.638
H -3.621 -0.077 2.348
H -1.177 -0.596 4.093
H -2.327 0.756 4.354
H -0.260 1.339 2.911
H -1.847 1.807 2.278
H 1.505 -1.201 -2.095
H 1.931 -3.592 -2.478
H 0.049 -5.204 -2.536
H -2.276 -4.408 -2.208
H -2.726 -2.010 -1.820
H -2.139 3.049 -2.035
H -3.586 4.036 -3.769
H -4.365 2.659 -5.678
H -3.687 0.280 -5.848
H -2.241 -0.724 -4.130
H 1.017 2.651 1.275

## Properties
Highest occupied orbital energy = -9.58 eV
Total charge = +1
Lowest unoccupied orbital energy = -5.12 eV

---

Q: Number 7 is which compound?
A: C26H30N2O4SiY

---

Q: Which value of total charge does entry 7 give?
A: +1

---

Q: Among the records above, which one has the lowest total charge?
A: C26H30Cl2FeGeN4O5S2